Entry 1:
34
Properties=species:S:1:pos:R:3 method="wB97M-V/def2-TZVPD" e_tot_ev=-18355.520 smiles=Cc1c[nH]c2ccccc12.Cc1ccccc1 homo_energy_ev=-7.71
N -0.71124 -0.60199 2.77734
C 0.97137 1.01233 2.30449
C 1.65779 -0.63186 -0.86628
C 1.33797 -0.22172 -3.25484
C -1.32313 -2.66249 -2.04292
C -1.24698 0.28689 1.79157
C -0.24448 -1.70639 -1.97989
C -2.55656 0.46062 1.34135
C 2.26839 1.67704 2.40322
C -2.73838 1.27715 0.25305
C 0.53758 -1.41042 -0.87190
C 1.99191 0.05757 -2.06846
C 0.61473 -0.11887 3.06726
C -1.67274 2.09627 -0.22778
C -0.50257 2.18870 0.52684
C 0.24578 -1.09329 -3.20668
C -0.22487 1.33284 1.59016
H -0.96360 -3.61290 -2.52982
H 1.18078 -0.40922 3.99839
H -1.10048 -1.54343 3.00961
H 0.08159 -1.67722 0.02022
H 2.60457 1.96332 3.36292
H 0.31649 2.83737 0.34439
H -1.58306 -3.00423 -1.02027
H -3.46328 -0.10506 1.68049
H -0.34317 -1.43477 -4.12678
H -2.23720 -2.29381 -2.50306
H 2.94683 0.70112 -1.97412
H 3.07286 0.84274 1.99075
H 1.68157 0.14301 -4.19567
H -3.74557 1.35790 -0.11051
H 2.33980 -0.66960 -0.05684
H -1.74858 2.40738 -1.14665
H 2.55589 2.55499 1.72045

---

Entry 2:
40
Properties=species:S:1:pos:R:3 method="wB97M-V/def2-TZVPD" e_tot_ev=-29526.607 homo_energy_ev=-8.46
O 1.70882 3.09174 1.41940
O 5.48897 -1.32269 -0.90024
O -3.43927 1.19493 -1.89207
O -1.80659 -2.93229 1.39475
N 3.34378 -0.58168 -1.05817
N 0.17343 1.60340 0.64439
N -0.89727 2.33922 0.99851
C 2.34641 0.21812 -0.63997
C 4.63394 -0.56024 -0.49119
C -3.21139 -1.04205 -1.34208
C 4.80485 0.41538 0.55506
C -2.80134 -2.08743 -0.55334
C 3.79958 1.22177 0.96143
C -3.02629 0.29188 -0.95736
C 1.45427 2.05127 0.86171
C -2.06884 1.89597 0.79604
C 2.50839 1.12241 0.37227
C -3.56980 2.56015 -1.57894
C -2.18245 -1.83842 0.67514
C -1.98530 -0.52413 1.06061
C -2.40359 0.55270 0.26490
C -1.22357 -2.73789 2.66056
C 3.10306 -1.50255 -2.14782
H -2.95236 -3.10968 -0.85923
H -1.04358 -3.73554 3.05714
H 4.03225 -2.04372 -2.32583
H -2.62078 3.00398 -1.26426
H 2.81803 -0.96131 -3.05058
H 2.31542 -2.20974 -1.88492
H 5.79007 0.46860 0.99029
H -4.32505 2.72182 -0.80470
H -0.27081 -2.20191 2.58975
H -1.52122 -0.28857 2.00732
H -1.89537 -2.19688 3.33439
H 3.93940 1.96060 1.73611
H -3.89951 3.03500 -2.50250
H 1.41839 0.11134 -1.18738
H 0.01743 0.67954 0.24183
H -3.68991 -1.22179 -2.29146
H -2.86219 2.55865 1.11049

---

Entry 3:
41
Properties=species:S:1:pos:R:3 method="wB97M-V/def2-TZVPD" e_tot_ev=-40332.873 charge=+1 homo_energy_ev="-10.60 / -10.54"
Ru -0.01931 0.62074 -1.20263
S 1.09189 2.69422 2.75292
O -3.94620 1.82705 -2.50852
O -2.12889 1.55464 -1.30059
N 0.32375 1.31695 0.70475
N -2.27269 0.44426 -3.26797
N 1.39695 3.30364 0.14674
N -0.95943 -0.03768 -3.10084
C -0.60821 -0.70194 1.82470
C -0.01669 0.55479 1.83254
C 3.60531 -1.57347 1.31430
C 0.92975 2.42935 1.04864
C -0.87170 -1.31726 3.03539
C 1.54197 -0.07477 -1.37509
C -2.75766 1.29906 -2.31569
C 0.04314 0.55104 4.26119
C 3.29148 -2.92381 1.21868
C 1.91104 -2.47463 -0.70354
C 2.45551 -3.36789 0.20263
C -4.72339 1.51029 -3.67450
C 2.19958 -1.11602 -0.59825
C -0.55422 -0.69712 4.24352
C 0.31027 1.15899 3.04420
C 3.08094 -0.67556 0.40206
H 1.92366 4.10926 0.43287
H -1.32785 -2.29785 3.04494
H 1.24935 -2.82842 -1.48482
H 3.70438 -3.63213 1.92387
H -5.66250 2.03529 -3.54434
H -4.23347 1.87816 -4.57726
H 2.22406 -4.42108 0.11427
H -0.84230 -1.19224 0.88707
H 4.26885 -1.22088 2.09281
H -0.35216 0.31101 -3.83752
H 1.44614 3.00241 -0.81562
H -2.69509 0.35376 -4.17663
H -4.91310 0.43846 -3.73195
H 0.29802 1.03266 5.19543
H -0.77074 -1.19732 5.17721
H 3.33506 0.37603 0.45853
H -0.97548 -1.05199 -3.14350

---

Entry 4:
45
Properties=species:S:1:pos:R:3 method="wB97M-V/def2-TZVPD" spin_multiplicity=2 e_tot_ev=-46849.015 s2=0.770 charge=+1 homo_energy_ev="-10.95 / -10.57"
Ru -0.29082 0.42350 -0.16235
S 0.89206 2.65794 -0.28342
O -2.51696 1.66788 -1.05989
O -0.61526 -1.26713 -0.22352
O -1.95782 1.13313 0.03036
N 0.47483 5.05851 0.68355
N 2.12720 -0.70083 -1.50203
N -0.44831 0.28814 -4.46520
N 1.72792 -0.25648 -0.25705
N 0.19133 0.26111 1.90380
N 0.07986 0.27922 -2.21048
N -1.42022 3.99656 -0.03045
C 3.06436 -1.68430 -5.48996
C 1.61992 -0.72301 -3.82524
C -0.72054 0.56194 -3.19739
C 2.79934 -1.38877 -4.17120
C -0.40686 0.74280 2.98361
C 0.98767 -0.66592 -6.16654
C 0.06994 0.48724 4.26238
C 1.93473 -0.97814 0.77443
C 2.15665 -1.32204 -6.48714
C -0.11135 3.98656 0.15860
C 1.30233 -0.50117 2.03490
C -0.20111 6.31250 0.96514
C 1.19108 -0.30490 4.40962
C 0.72643 -0.37099 -4.83301
C 1.30026 -0.37758 -2.44160
C 1.81540 -0.81490 3.27659
H -0.96327 6.18858 1.73716
H 2.36880 -1.55779 -7.52098
H 2.69345 -1.44117 3.35378
H 1.57885 -0.53176 5.39324
H 3.97738 -2.19848 -5.75512
H -0.66049 6.72084 0.06320
H -1.88608 3.22376 -0.50478
H 3.49025 -1.66126 -3.38675
H 0.28010 -0.38433 -6.93628
H -1.12612 0.52883 -5.17145
H 0.53300 7.02480 1.32809
H -0.44872 0.89300 5.11870
H 2.47900 -1.91659 0.76567
H -1.96806 4.79999 0.22890
H 1.46616 4.98408 0.83736
H -1.65863 1.04459 -2.93803
H -1.29930 1.32858 2.80598

---

Entry 5:
35
Properties=species:S:1:pos:R:3 method="wB97M-V/def2-TZVPD" e_tot_ev=-20405.793 smiles=Oc1ccccc1CN1CCc2ccccc2C1 homo_energy_ev=-8.28
O 1.57093 0.50267 -1.85970
N -0.05955 -1.00802 -0.31060
C 3.24958 -0.63519 1.17937
C -1.07571 -1.97204 -0.73712
C -4.17580 -0.20640 -0.04980
C -2.33969 -1.96670 0.13227
C -2.85952 -0.56500 0.18349
C -0.51134 -0.05699 0.70575
C 1.21082 -1.61167 0.07310
C -1.90589 0.41696 0.44148
C -3.59499 2.10433 0.24411
C -4.54333 1.12827 -0.01198
C 4.44237 1.21189 0.23800
C -2.27475 1.75118 0.46710
C 4.30651 0.25624 1.23025
C 2.32034 -0.59055 0.15195
C 3.52119 1.28090 -0.78830
C 2.45371 0.38882 -0.84092
H -5.57143 1.40796 -0.18875
H 5.26516 1.91054 0.26634
H -1.53175 2.51098 0.66162
H -3.88405 3.14460 0.26579
H -0.48400 -0.52323 1.70927
H 0.18743 0.78385 0.71858
H 3.14494 -1.38753 1.94902
H 1.13848 -2.14510 1.03733
H 0.79456 -0.05575 -1.64516
H 3.60479 2.02146 -1.56816
H -2.08870 -2.30809 1.14167
H -0.64951 -2.97946 -0.75188
H 5.01929 0.20308 2.03901
H -3.07687 -2.65278 -0.28580
H -4.91273 -0.96922 -0.25734
H 1.47378 -2.34699 -0.69721
H -1.36876 -1.71615 -1.76416

---

Entry 6:
47
Properties=species:S:1:pos:R:3 method="wB97M-V/def2-TZVPD" e_tot_ev=-179505.526 charge=+2 homo_energy_ev=-16.22
Pt 0.14563 -0.34664 -0.20325
Br 2.28032 -0.74460 6.03839
Br 1.12851 -6.71509 0.72880
F 2.61459 1.51171 -2.61997
F 3.28305 -0.58789 -3.29993
F -0.32949 -0.33451 -2.05445
F 2.50795 -0.25052 -1.18841
O -2.34338 0.84505 0.47373
O -2.63138 -1.44568 0.10894
N 0.39024 -2.25252 0.03810
N 0.75305 -0.34262 1.71402
C -4.18644 -1.21956 1.94346
C 0.10657 -3.11369 -0.95165
C -4.01422 1.00488 -1.27157
C -4.60548 1.54410 1.10560
C 1.52954 -1.71375 3.49431
C 1.32158 0.66623 3.78264
C 0.82398 -4.91008 0.44608
C 0.86565 -2.65575 1.24248
C -3.83136 0.63697 0.18500
C 1.09494 -3.99229 1.46418
C 1.66227 -0.57944 4.29784
C 1.07318 -1.56293 2.20633
C -3.99662 -0.89642 0.47606
C -5.01775 -1.58683 -0.39275
C 0.86660 0.74585 2.48368
C 0.32163 -4.46106 -0.77213
B -1.87237 -0.37004 0.22321
B 2.83457 0.24720 -2.41014
H 0.58452 1.69226 2.03923
H -5.17565 -0.90795 2.27660
H -3.68749 2.03207 -1.42637
H -5.07210 -2.64204 -0.12946
H -5.67337 1.35419 0.98502
H -4.77769 -1.50093 -1.44965
H -4.41951 2.58345 0.83987
H -4.34210 1.39426 2.14989
H 0.09963 -5.14712 -1.57691
H -5.06675 0.94101 -1.54526
H -3.44343 -0.72147 2.56931
H -0.28914 -2.69153 -1.86571
H 1.78401 -2.68794 3.88556
H 1.47710 -4.33336 2.41525
H 1.40893 1.56281 4.37928
H -6.00161 -1.14735 -0.22105
H -3.44413 0.35210 -1.93488
H -4.10641 -2.29614 2.08690

---

Entry 7:
43
Properties=species:S:1:pos:R:3 method="wB97M-V/def2-TZVPD" e_tot_ev=-52424.307 charge=+1 homo_energy_ev="-11.42 / -11.42"
Pt -0.60751 -0.86752 1.17989
Cl -2.46836 -1.92163 1.82217
S 6.20143 -1.72849 -2.04013
N 5.71426 -0.73488 -0.87455
N 0.34460 -1.70743 -0.63940
N 1.37985 -0.07218 1.19515
N -3.07991 1.24913 1.55455
N -1.73417 1.07069 1.95406
N 4.80411 -2.45808 -2.35439
C 3.18353 1.15781 2.15114
C 3.59139 -0.27387 0.28544
C -2.75636 0.79228 -0.87476
C 1.67823 -1.55126 -0.65001
C 0.53675 -3.46057 -2.23531
C 4.06708 0.63933 1.22880
C 3.89284 -1.94436 -1.55063
C 2.22840 -0.59637 0.28989
C 4.42415 -0.93841 -0.68653
C -2.67971 3.12968 0.05619
C 2.49162 -2.28358 -1.52242
C 1.89975 -3.26812 -2.31874
C -3.32171 1.74519 0.18670
C -0.21505 -2.63328 -1.40714
C 1.84937 0.77128 2.10396
C -4.83943 1.84232 0.07852
H -1.72615 0.52242 -0.63438
H -5.29804 0.85972 0.20140
H -3.35091 -0.12041 -0.92938
H 2.52033 -3.86157 -2.97626
H 0.04656 -4.22669 -2.81764
H -2.85536 3.71217 0.96157
H -3.12289 3.66619 -0.78082
H -3.59435 0.39418 1.73579
H -1.29361 -2.70698 -1.36126
H -5.23216 2.50463 0.84942
H -2.75839 1.27309 -1.85332
H 5.11658 0.89956 1.23822
H 3.51424 1.84131 2.91890
H -1.73522 0.93524 2.95865
H 1.14231 1.13762 2.83659
H -1.22551 1.92245 1.74122
H -5.12855 2.23093 -0.89655
H -1.60403 3.05845 -0.12463

---

Entry 8:
38
Properties=species:S:1:pos:R:3 method="wB97M-V/def2-TZVPD" e_tot_ev=-34989.985 smiles=COc1ccc([C@@H](Oc2ccc(Cl)cc2)N(C)C)cc1 homo_energy_ev=-8.12
Cl 0.35349 4.29393 -4.49268
O 4.08939 -0.63381 1.75386
O -1.51756 -0.07246 -1.00215
N -2.30673 -0.83398 1.14821
C -1.97358 -2.02511 1.91329
C -1.13920 0.94954 -1.87020
C 2.75295 -0.56204 1.46757
C 4.77860 -1.87971 1.44427
C -1.87090 2.14658 -1.98626
C 0.65544 -1.37666 0.57958
C 0.05279 -0.17709 0.87883
C 0.37476 1.76601 -3.58679
C -1.40005 0.06456 0.58340
C 1.98803 -1.59367 0.88121
C -0.25228 3.01629 -3.58367
C 2.14273 0.68413 1.78238
C 0.75191 0.86191 1.50101
C -0.07439 0.72981 -2.78218
C -3.71336 -0.63526 0.90904
C -1.39995 3.17445 -2.80757
H -1.19463 -1.87472 2.69387
H -1.62839 -2.85145 1.24982
H -2.78196 2.28167 -1.38618
H 1.24558 1.62503 -4.23538
H -2.88568 -2.40104 2.42155
H 4.36824 -2.71536 2.02821
H -3.85499 -0.48513 -0.16389
H -1.78509 1.08726 0.76631
H 0.44203 -0.25389 -2.80077
H 2.45354 -2.51828 0.64612
H 2.72741 1.49455 2.21750
H -4.26760 -1.52819 1.24722
H -4.09428 0.24585 1.44789
H 0.09546 -2.14151 0.10722
H 5.80022 -1.67888 1.73845
H 0.26583 1.80455 1.75238
H 4.72852 -2.11396 0.37132
H -1.92629 4.12609 -2.83279

---

Entry 9:
70
Properties=species:S:1:pos:R:3 method="wB97M-V/def2-TZVPD" spin_multiplicity=7 e_tot_ev=-161928.278 s2=12.011 charge=+1 homo_energy_ev="-12.65 / -12.68"
Mn -1.08575 0.76148 -0.08254
S -1.32794 2.61570 -2.69331
S -3.37133 1.67492 2.24369
S -3.22924 0.76602 -2.58002
S -1.48094 0.27949 3.24075
F -3.37267 -1.50495 2.47820
F -2.93653 -1.32452 -4.41927
F -1.44081 5.16616 -2.01512
F -3.14710 3.94151 -1.44838
F -1.42593 0.19862 -4.54940
F -3.48968 4.40219 2.31530
F -3.49188 0.65523 -5.26873
F -1.70217 3.58887 3.20733
F -1.99557 -2.29033 3.90343
F -1.36971 3.89831 -0.41179
F -3.48285 -0.93777 4.56377
F -3.54910 3.57443 4.29536
O 0.75146 -0.05576 -0.94759
O 0.57204 2.14239 0.50195
O 0.09695 2.81213 -2.68492
O -2.06009 -3.46723 0.68266
O 2.82243 0.36154 -1.65666
O -3.92921 1.96925 0.96143
O 2.04083 1.97192 2.15622
O -1.88188 2.80264 -4.02336
O -4.33238 1.02303 3.09471
O 2.52461 -1.54865 -0.67438
O 2.42365 3.45956 0.55122
O -3.70088 -0.38580 -1.81012
O -0.96969 -3.26691 -1.19624
O -1.36489 -1.39744 -0.04163
O -0.17924 -0.36108 3.25235
O -1.66027 1.23099 4.41572
O -4.14550 1.87411 -2.75879
N -1.84145 0.92098 1.80600
N -1.69657 1.28755 -1.81055
C 4.17922 1.25386 2.39243
C -1.22613 -4.66918 -1.12253
C 3.51634 3.58642 1.40161
C 3.96781 -3.04074 -1.79680
C -2.72229 -0.00211 -4.28048
C 3.97139 -0.38045 -1.96883
C 0.27895 -5.31323 -1.30866
C -2.67189 -1.21527 3.51630
C 3.26984 2.50324 2.55625
C 1.92567 -0.40368 -1.08090
C -1.89280 4.03870 -1.55292
C -2.98663 3.44936 3.09689
C 1.60309 2.48258 1.07515
C -1.75496 -4.75922 0.27149
C -1.41152 -2.62904 -0.17939
C 3.77891 -1.65040 -1.18339
H 3.42013 -3.12847 -2.73513
H 5.01538 -3.07796 -2.09565
H 3.70584 -3.87383 -1.14456
H 0.33071 -6.26552 -1.83645
H 3.79084 0.45090 3.01894
H 4.16075 -0.53033 -3.03174
H -1.96626 -4.68333 -1.92259
H 3.31372 3.01351 3.51843
H 4.90059 -0.01654 -1.53036
H 3.57405 4.57651 1.85381
H 4.52269 3.42280 1.01615
H 0.82517 -5.57824 -0.40339
H 4.16900 1.02992 1.32573
H 5.22587 1.52476 2.53120
H 4.40143 -1.54857 -0.29446
H -2.57461 -5.47603 0.32118
H -1.07203 -5.19797 0.99895
H 0.86093 -4.73129 -2.02333

---

Entry 10:
51
Properties=species:S:1:pos:R:3 method="wB97M-V/def2-TZVPD" e_tot_ev=-375951.925 charge=-1 homo_energy_ev="-4.58 / -4.58"
Sb -0.13932 -1.08082 4.49503
Se -2.21569 -0.15497 5.10661
Se 1.90471 -0.01019 4.99568
Se -0.19153 0.30627 1.76933
Se -0.10878 -3.29350 3.58246
Ti -0.01836 0.32953 -0.42454
S 2.07977 6.36501 3.53983
S 3.51616 4.41460 1.81213
S 0.66755 4.58342 1.61791
S 3.86372 2.50138 -0.43394
S 0.30047 2.75999 -0.62852
F -2.38333 -3.73774 -1.91297
F -2.16976 0.87877 -0.87708
F -4.61722 1.22651 -1.99528
F -4.77764 -3.37609 -2.97047
N 1.72447 -0.89167 -0.66089
N -0.97261 -1.39270 -0.74945
C -4.16261 -2.30747 -2.43962
C 1.42821 3.47842 0.50202
C 1.26314 -2.29881 -0.87596
C -0.14633 -2.52876 -0.32626
C 2.76841 3.39946 0.59840
C -2.86791 -0.20020 -1.38454
C 2.10852 -0.22722 -1.95073
C 2.88249 -0.74302 0.27861
C 4.27351 3.80229 -1.62236
C 0.92831 0.03714 -2.90023
C -2.20240 -1.43644 -1.29736
C -4.09530 -0.00438 -1.95959
C -2.91662 -2.50014 -1.87461
C 2.83894 -1.61187 1.51494
C 2.09110 5.19549 2.38938
C -4.78551 -1.07578 -2.49830
H 2.82861 -0.85136 -2.49143
H 3.37205 4.14904 -2.12357
H 2.58786 0.71868 -1.69859
H 1.98277 -2.98315 -0.43224
H 0.19783 0.79311 -2.55760
H -5.76115 -0.95748 -2.94303
H 1.29338 0.49069 -3.82237
H 1.91229 -1.50689 2.07861
H 2.90333 0.31158 0.55782
H -0.52869 -3.47536 -0.70427
H 4.77211 4.63490 -1.13009
H 3.64588 -1.30076 2.17777
H 4.95232 3.36464 -2.35377
H 1.24755 -2.47968 -1.95274
H 3.79222 -0.94648 -0.30178
H 0.39409 -0.87741 -3.15210
H -0.12988 -2.57853 0.76535
H 2.97718 -2.67228 1.30300

---

Entry 11:
43
Properties=species:S:1:pos:R:3 method="wB97M-V/def2-TZVPD" spin_multiplicity=6 e_tot_ev=-93459.443 s2=8.767 homo_energy_ev="-8.16 / -8.33"
Fe -0.67599 1.20415 0.75047
S 0.37090 3.19412 0.17067
S -0.02761 -0.12552 2.46825
S 3.14668 3.79339 -0.71324
O -2.24022 2.04956 1.43801
O 2.39510 1.70576 0.70597
O -2.30217 0.19078 -0.24241
O -4.43241 1.99984 1.89235
N 0.49101 -0.11403 -0.52885
C 1.55757 -0.76813 -2.55681
C 2.87736 -2.79579 1.59046
C 3.76054 1.27725 0.69773
C 2.07471 2.83659 0.06917
C 2.21607 -1.81395 -0.49793
C -4.66907 0.54756 -0.61393
C 1.93787 -1.98719 2.25617
C -3.83950 -0.88893 1.29566
C 1.26757 -1.00940 0.16399
C -0.17396 1.04956 -2.56791
C 2.33534 -1.66818 -1.89783
C 3.01936 -2.71600 0.23477
C -3.59064 0.33400 0.42903
C -3.45036 1.57146 1.33586
C 1.12991 -1.10244 1.57932
C 0.62987 0.01880 -1.83593
H -0.23047 0.80327 -3.62672
H -2.18243 -0.71615 -0.54738
H 0.29670 2.02886 -2.46104
H 4.39862 2.03511 1.14773
H -1.18248 1.13348 -2.16766
H -3.95661 -1.78037 0.67270
H 4.09245 1.09452 -0.32459
H -3.01227 -1.04260 1.99002
H -4.77847 -0.34003 -1.24048
H 3.74020 -3.32635 -0.29416
H -4.42301 1.40177 -1.24460
H 3.05704 -2.27478 -2.43181
H -5.61429 0.74827 -0.11358
H 1.84568 -2.05442 3.33244
H 3.76992 0.35892 1.28057
H -4.75544 -0.74459 1.86554
H 1.63781 -0.63040 -3.62582
H 3.48912 -3.47780 2.16580